Entry from the OMol25 dataset: a 2-piece molecular cluster, C4H12N2O overall in a non-equilibrium geometry (ωB97M-V/def2-TZVPD).

Geometry as XYZ:
```
19
Properties=species:S:1:pos:R:3:forces:R:3:lowdin_charge:R:1
C 0.832 1.000 -1.025 0.57 1.35 -0.13 -0.029
O 2.327 -1.220 0.845 -0.33 0.31 -0.17 -0.281
C -0.121 1.175 0.206 0.87 1.36 -0.44 -0.452
C -0.214 -0.161 1.024 -0.85 -0.67 0.60 -0.130
C -0.486 -1.319 0.058 0.20 0.34 -0.93 -0.261
N -1.574 -1.061 -0.922 0.72 1.55 1.43 0.028
N -1.356 1.566 -0.283 0.71 -0.24 0.09 0.216
H 1.783 0.632 -0.617 -0.31 -1.09 -0.12 0.077
H 1.164 1.990 -1.419 -0.87 -0.34 0.25 0.087
H 0.295 0.485 -1.814 0.56 -0.50 -0.03 0.078
H 0.356 1.891 0.869 -0.18 0.28 0.34 0.134
H 0.723 -0.305 1.581 0.62 0.22 -0.58 0.086
H -0.943 0.006 1.823 -0.53 -0.35 -0.20 0.111
H 0.478 -1.368 -0.466 -0.06 -0.23 -0.07 0.076
H -0.586 -2.290 0.545 -0.27 0.23 0.25 0.117
H -2.290 -1.755 -0.761 -0.46 0.52 -0.17 0.061
H -1.828 0.002 -0.817 -0.28 -2.58 -0.55 0.050
H 3.126 -1.718 1.062 -0.06 0.06 0.07 -0.064
H -1.686 2.453 0.111 -0.04 -0.23 0.36 0.096
```
Forces are in eV/Å.

Computed properties:
- total charge = 0
- largest force on an atom (eV/Å) = 2.648
- E (Ha) = -344.0738



Entry from the OMol25 dataset: C35H44GeKN6O2Se as an isolated structure in a non-equilibrium geometry (ωB97M-V/def2-TZVPD).

Geometry as XYZ:
```
90
Properties=species:S:1:pos:R:3:forces:R:3:lowdin_charge:R:1
K -0.467 -0.338 -0.723 -0.23 0.81 2.17 0.762
C 3.074 0.464 2.436 -0.07 0.06 -0.08 -0.140
N 2.574 0.277 1.083 -0.23 0.28 0.16 -0.118
C 3.497 -0.538 0.296 -0.22 -0.12 -0.11 -0.139
C 2.847 -1.347 -0.813 0.00 -0.15 0.15 -0.288
C 3.428 -1.423 -2.069 0.04 -0.02 -0.06 -0.036
C 2.834 -2.225 -3.034 0.01 0.00 0.03 -0.064
C 1.680 -2.917 -2.712 0.11 0.03 -0.03 -0.062
C 1.177 -2.787 -1.426 0.09 -0.16 0.15 -0.151
N 1.755 -2.039 -0.485 0.11 -0.10 -0.04 0.089
C 2.296 1.537 0.357 -0.01 -0.26 0.00 -0.119
C 1.212 2.400 0.960 -0.12 -0.16 0.08 -0.259
C 1.517 3.437 1.835 -0.05 0.05 0.11 -0.038
C 0.487 4.152 2.426 0.00 -0.05 -0.05 -0.075
C -0.823 3.824 2.110 0.06 0.03 0.02 -0.071
C -1.037 2.809 1.189 0.10 -0.08 -0.05 -0.128
N -0.051 2.121 0.618 0.07 0.05 0.24 0.098
C 2.089 0.639 3.591 -0.13 0.10 -0.26 -0.253
C 2.613 0.902 4.858 0.09 0.05 0.02 -0.042
C 1.755 1.065 5.929 0.15 -0.01 0.01 -0.085
C 0.389 0.983 5.709 -0.17 -0.04 -0.05 -0.077
C -0.043 0.716 4.420 0.03 -0.05 -0.14 -0.128
N 0.783 0.524 3.389 -0.05 0.15 -0.13 0.149
H 3.788 1.307 2.471 0.03 0.05 0.12 0.124
H 3.648 -0.423 2.704 0.08 -0.04 -0.04 0.117
H 3.967 -1.255 0.970 0.01 -0.04 0.01 0.117
H 4.304 0.073 -0.139 0.05 0.03 0.00 0.120
H 4.314 -0.843 -2.300 -0.06 0.02 0.01 0.109
H 3.251 -2.279 -4.033 -0.03 0.01 0.02 0.109
H 1.155 -3.512 -3.447 -0.01 0.03 0.05 0.107
H 0.266 -3.308 -1.133 0.09 0.14 -0.08 0.110
H 1.978 1.274 -0.660 0.14 -0.01 0.13 0.092
H 3.226 2.130 0.294 0.01 0.04 0.01 0.123
H 2.550 3.669 2.064 0.00 -0.04 -0.01 0.108
H 0.704 4.949 3.125 0.00 0.01 0.01 0.100
H -1.657 4.350 2.558 0.01 -0.03 -0.03 0.097
H -2.047 2.524 0.900 0.10 0.02 0.02 0.100
H 3.687 0.980 4.994 -0.04 0.00 -0.01 0.110
H 2.149 1.255 6.921 -0.03 0.01 -0.04 0.101
H -0.325 1.114 6.513 0.02 0.02 -0.04 0.097
H -1.105 0.654 4.183 0.11 -0.04 0.06 0.097
C -3.580 -3.798 -0.341 0.02 0.01 0.02 -0.053
C -2.721 -2.792 -1.097 0.10 0.09 0.08 -0.523
O -2.079 -1.939 -0.389 -0.91 -1.52 -0.15 -0.406
C -2.674 -2.903 -2.473 0.04 0.01 -0.16 -0.056
C -1.844 -2.140 -3.382 0.06 -0.03 -0.04 -0.361
C -1.961 -2.450 -4.860 0.00 0.02 0.09 -0.064
N -1.005 -1.253 -2.955 0.03 -0.11 -0.45 -0.054
N -0.232 -0.649 -3.942 0.13 0.12 -0.39 0.038
C 0.715 0.134 -3.475 -0.24 -0.01 -0.10 -0.511
O 1.012 0.403 -2.264 0.93 0.56 -1.65 -0.248
C 1.542 0.793 -4.563 0.08 0.02 0.11 -0.133
C 2.583 1.643 -4.191 0.00 -0.02 -0.03 -0.038
C 3.363 2.285 -5.148 -0.07 -0.07 -0.01 -0.106
C 3.113 2.081 -6.499 -0.02 -0.02 0.08 -0.127
C 2.084 1.226 -6.881 -0.01 -0.01 0.06 -0.108
C 1.307 0.587 -5.924 0.03 0.01 -0.04 -0.041
H -2.924 -4.517 0.164 -0.05 0.03 -0.01 0.076
H -4.259 -4.343 -0.999 0.06 0.01 0.05 0.063
H -4.155 -3.280 0.430 -0.02 -0.01 -0.03 0.038
H -3.292 -3.672 -2.922 0.00 0.02 -0.01 0.071
H -2.647 -3.279 -5.034 -0.01 0.00 0.01 0.055
H -0.978 -2.686 -5.273 -0.05 0.01 -0.02 0.058
H -2.317 -1.565 -5.394 0.04 -0.04 -0.02 0.069
H 2.755 1.783 -3.130 -0.01 0.02 -0.05 0.101
H 4.166 2.947 -4.841 -0.02 -0.02 0.01 0.089
H 3.713 2.585 -7.249 0.00 -0.01 0.00 0.086
H 1.888 1.061 -7.935 -0.02 -0.01 0.03 0.089
H 0.503 -0.083 -6.205 0.02 0.04 0.02 0.099
C -7.136 1.565 3.693 0.02 0.02 -0.01 -0.236
Ge -5.973 0.872 2.260 -0.15 -0.01 0.01 0.711
C -5.650 2.304 0.961 0.08 -0.02 -0.02 -0.223
C -6.902 -0.598 1.359 0.01 -0.04 -0.02 -0.234
C -4.279 0.210 2.976 0.24 -0.12 -0.19 -0.595
Se -3.285 -0.707 1.490 -0.42 0.47 0.56 0.930
C -2.467 -2.045 2.637 0.08 -0.02 -0.15 -0.370
H -8.097 1.875 3.272 0.08 -0.02 0.06 0.010
H -6.683 2.428 4.189 -0.03 -0.07 -0.03 0.009
H -7.322 0.793 4.443 0.01 0.06 -0.05 0.010
H -6.577 2.572 0.448 0.07 -0.01 0.03 0.015
H -4.930 1.958 0.214 -0.07 0.06 0.03 0.014
H -5.249 3.200 1.442 -0.02 -0.07 -0.03 0.013
H -7.914 -0.310 1.056 0.10 0.00 0.05 0.013
H -6.966 -1.473 2.013 -0.01 0.08 -0.06 0.019
H -6.332 -0.884 0.473 -0.07 -0.02 0.06 0.007
H -4.480 -0.522 3.763 -0.02 0.02 -0.04 0.008
H -3.676 1.017 3.402 -0.04 -0.04 0.01 -0.007
H -3.238 -2.663 3.093 -0.05 -0.04 0.00 0.022
H -1.864 -1.572 3.405 0.07 0.06 0.05 0.002
H -1.838 -2.643 1.982 -0.03 0.04 0.02 0.018
```
Forces are in eV/Å.

Computed properties:
- total charge = -1
- largest force on an atom (eV/Å) = 2.330
- E (Ha) = -6917.4550



Entry from the OMol25 dataset: a 2-piece molecular cluster, C4H5N3S overall in a non-equilibrium geometry (ωB97M-V/def2-TZVPD).

Geometry as XYZ:
```
13
Properties=species:S:1:pos:R:3:forces:R:3:lowdin_charge:R:1
C 1.918 1.322 0.193 1.65 1.04 1.24 -0.209
C 1.634 -0.758 0.049 1.24 2.28 -0.49 -0.860
C -2.157 -1.626 -0.590 -0.93 0.22 -3.43 -0.075
C -1.384 -1.432 0.364 5.14 -1.64 3.61 -0.057
N 0.951 0.446 0.338 1.24 -0.84 -0.84 0.063
N 2.935 -0.563 -0.219 -0.77 -1.89 0.64 -0.007
N 3.126 0.732 -0.043 -1.61 0.83 -0.21 -0.029
S 0.941 -2.304 -0.115 -3.04 0.36 0.45 0.723
H 1.984 2.399 0.406 -0.84 -0.59 -0.17 0.119
H -3.216 -1.572 -0.614 -0.84 0.14 0.19 0.069
H -1.593 -1.655 -1.513 -0.51 -0.48 -0.55 0.070
H -1.164 -1.476 1.420 -0.52 0.49 -0.21 0.048
H 4.057 1.117 -0.008 -0.20 0.06 -0.24 0.146
```
Forces are in eV/Å.

Computed properties:
- total charge = 0
- largest force on an atom (eV/Å) = 6.489
- E (Ha) = -717.7347



Entry from the OMol25 dataset: one molecule with the formula C5H8FNS in a non-equilibrium geometry (ωB97M-V/def2-TZVPD).

Geometry as XYZ:
```
16
Properties=species:S:1:pos:R:3:forces:R:3:lowdin_charge:R:1
C 0.601 1.525 0.853 0.18 -0.29 1.37 -0.023
C 0.816 0.027 0.674 0.16 0.02 0.85 -0.262
F 1.072 -0.500 2.009 -0.03 0.46 -1.33 -0.071
C -0.439 -0.652 0.150 1.55 0.34 -0.31 -0.335
N -1.187 -1.177 1.099 -0.94 -0.85 1.96 0.155
C -0.724 -0.694 -1.162 1.28 1.07 -1.42 -0.153
C 0.104 -0.105 -2.214 0.60 0.45 0.88 -0.717
S -0.229 -0.131 -3.804 -0.16 -0.11 -0.11 0.604
H 1.450 1.989 1.384 -0.22 -0.35 -0.23 0.091
H 0.456 2.065 -0.061 -0.22 0.03 -0.59 0.075
H -0.282 1.625 1.508 0.27 0.19 -0.40 0.098
H 1.686 -0.244 0.062 -0.23 0.12 0.33 0.145
H -0.763 -1.292 2.019 -0.31 0.10 -0.51 0.117
H -2.001 -1.745 0.909 0.22 0.22 -0.21 0.126
H -1.628 -1.150 -1.468 -0.78 -0.45 -0.41 0.087
H 1.067 0.460 -1.960 -1.38 -0.95 0.14 0.062
```
Forces are in eV/Å.

Computed properties:
- total charge = 0
- structure (SMILES) = C[C@@H](F)/C(N)=C\C=S
- largest force on an atom (eV/Å) = 2.336
- E (Ha) = -748.0979



Entry from the OMol25 dataset: one molecule with the formula C11H8N2O5 in a non-equilibrium geometry (ωB97M-V/def2-TZVPD).

Geometry as XYZ:
```
26
Properties=species:S:1:pos:R:3:forces:R:3:lowdin_charge:R:1
O 2.253 -2.797 -3.257 -1.04 -0.12 0.48 0.058
C 1.444 -2.369 -2.430 2.86 -1.18 -2.30 -0.509
N 0.490 -3.200 -1.909 0.47 0.30 -0.75 0.222
C -0.381 -2.809 -0.950 -1.24 -2.72 1.50 -0.419
O -1.103 -3.634 -0.390 0.27 0.71 -0.72 0.077
C -0.282 -1.454 -0.504 0.21 1.17 2.32 -0.050
C -0.859 -1.085 0.675 1.22 0.74 -1.35 0.102
C -0.630 0.277 1.142 -0.10 -0.47 0.29 -0.154
C -1.334 0.780 2.237 -0.08 1.87 0.44 0.000
C -1.158 2.131 2.620 -0.80 -1.44 0.00 -0.007
C -0.269 2.944 1.948 0.85 0.42 -0.21 -0.319
O -0.085 4.241 2.336 -1.40 -0.54 0.74 0.070
C 0.483 2.450 0.897 0.82 -1.19 -0.71 0.072
C 0.328 1.099 0.511 -0.42 0.95 0.08 -0.188
O 1.106 0.625 -0.509 -0.86 -1.09 -0.81 0.078
C 0.528 -0.473 -1.301 -0.11 0.48 -0.11 -0.429
O -0.387 -0.022 -2.282 -0.14 1.46 0.38 0.077
N 1.616 -1.093 -2.017 -1.36 1.21 1.28 0.201
H 0.559 -4.157 -2.257 -0.30 0.39 0.39 0.187
H -1.470 -1.743 1.274 -0.03 -0.23 -0.22 0.137
H -2.071 0.202 2.821 0.56 0.08 -0.65 0.129
H -1.767 2.514 3.420 0.09 0.22 0.21 0.114
H 0.748 4.576 2.043 0.82 0.22 -0.49 0.091
H 1.259 3.081 0.420 -0.64 -0.53 0.17 0.142
H -1.120 0.448 -1.820 0.59 -0.49 -0.48 0.137
H 2.104 -0.531 -2.719 -0.25 -0.21 0.52 0.181
```
Forces are in eV/Å.

Computed properties:
- total charge = 0
- structure (SMILES) = O=C1NC(=O)C2=Cc3ccc(O)cc3O[C@@]2(O)N1
- largest force on an atom (eV/Å) = 3.859
- E (Ha) = -909.7365



Entry from the OMol25 dataset: one molecule with the formula C5H10O in a non-equilibrium geometry (ωB97M-V/def2-TZVPD).

Geometry as XYZ:
```
16
Properties=species:S:1:pos:R:3:forces:R:3:lowdin_charge:R:1
C 0.314 -1.584 1.690 0.38 0.19 -0.58 -0.109
C 1.019 -0.236 1.245 -1.70 -2.00 0.07 -0.216
C 0.081 0.504 0.316 -0.30 -0.85 0.28 -0.120
C -0.400 0.014 -0.840 -1.16 0.97 -0.40 -0.095
C -1.002 1.036 -1.808 0.04 1.01 0.56 -0.252
O -0.073 2.125 -2.071 -0.31 -0.89 0.20 -0.098
H 0.797 -2.058 2.546 -0.12 0.30 0.17 0.061
H -0.744 -1.385 1.867 0.10 -0.18 0.30 0.069
H 0.382 -2.340 0.901 -0.15 0.22 -0.10 0.062
H 1.284 0.246 2.180 0.21 0.62 -0.39 0.096
H 1.863 -0.550 0.645 0.57 0.35 0.29 0.096
H -0.439 1.392 0.666 1.04 0.79 -0.32 0.119
H -0.683 -1.007 -1.081 1.41 -0.34 -0.08 0.107
H -1.314 0.663 -2.785 -0.12 -0.54 0.26 0.105
H -1.844 1.528 -1.322 -0.27 -0.01 -0.18 0.109
H 0.760 1.652 -2.150 0.39 0.35 -0.08 0.067
```
Forces are in eV/Å.

Computed properties:
- total charge = 0
- structure (SMILES) = CC/C=C/CO
- largest force on an atom (eV/Å) = 2.626
- E (Ha) = -271.6763



ΔE to the lowest compared entry with this formula, charge and spin, record by record: 817.1, 113.8, 417.3, 21.1, 0.0, 200.5 kJ/mol
HOMO-LUMO gap, record by record: 4.05, 5.22, 7.35, 8.14, 8.35, 9.73 eV
Lowest unoccupied orbital energy, record by record: -4.036, 2.154, -0.574, -0.004, -0.539, 0.805 eV